(1)
Entry from OMol25: a structure of composition C47H111B2F6N6O13S2Zn in a non-equilibrium geometry (the ωB97M-V functional and the def2-TZVPD basis).

- E_HOMO: -6.07 eV
- LUMO: 1.82 eV
- Total charge: -1

Structure (XYZ):
```
188
C47H111B2F6N6O13S2Zn, DFT the ωB97M-V functional and the def2-TZVPD basis
C -6.3779 -2.2879 -2.4473
O -0.9863 -5.7105 1.0677
O 0.1130 -6.5454 -4.6848
B -3.0009 -0.8586 -3.3375
C 0.5559 2.8075 2.8726
H -5.0681 -1.0841 1.4424
O 4.6573 -0.3077 2.0364
H 7.7940 1.3921 0.3316
F -2.6257 2.0785 -4.7649
C -0.8164 6.0465 2.6811
H -1.5989 6.2897 6.0201
C 2.7086 5.7434 -1.6309
O -4.1491 -2.1282 2.9307
H 0.7529 -6.0471 -4.1711
H -3.5972 2.8795 3.3170
H -2.7762 -1.4161 4.4067
H 0.2227 6.3715 2.6291
H 8.1946 1.4193 3.0719
H 0.4979 1.7761 2.5250
C 6.2884 1.2195 5.0078
F -1.1267 3.2921 -5.9060
H 3.8842 2.3221 3.8180
H -0.7155 0.4648 -0.5362
C -1.0479 -4.8164 -0.1041
H -4.9459 -4.0593 1.1857
H 4.6579 1.9857 0.7395
N 5.5469 0.4176 2.8251
H -1.0128 5.4618 1.7824
H 1.5261 6.0557 0.9529
N -0.2229 4.5170 4.6129
S 0.0560 1.3041 -4.5732
H -2.3120 -2.7202 -5.6941
Zn -1.6459 0.0193 -2.0076
N -0.0165 -4.2437 3.3577
C 0.5844 2.3365 5.3195
H 3.3472 4.0081 -0.4534
H -4.8419 3.5281 0.0021
H -2.0768 4.2471 0.0856
C 0.3160 -3.9263 -7.4057
C -1.4206 -4.1887 3.0430
C 7.1137 0.7196 0.8541
H -3.2119 4.7319 4.8457
C 4.8595 -0.8030 4.9555
O 1.0475 5.0620 4.9030
H -3.1935 0.1344 -3.7132
H 4.3047 -1.4917 4.3184
H -0.9287 -2.1346 -7.4661
C -1.3513 2.6058 -4.7850
H -3.0691 2.0247 0.3335
H 4.0154 0.3139 1.6853
C 2.0895 -3.1006 2.9565
H 2.8043 -4.1861 -6.3094
H -3.5596 -0.1865 3.4879
H -3.1977 5.3603 3.2218
C -4.4770 3.1025 -0.9327
C -2.6333 4.7445 3.9220
H 2.6361 -2.1596 3.0189
H 5.9905 3.0851 0.6559
H -2.8579 -5.8867 -5.5829
H 2.5766 6.8252 -1.6075
O -2.8085 1.6245 -1.6772
H 1.5809 4.8594 4.1310
H 3.0330 0.8752 3.8616
H 0.3317 2.6436 6.3344
C -6.2439 0.1030 -2.5086
H -1.0396 2.9143 -0.7956
C 5.4116 2.4794 1.3530
C 6.7822 2.5076 4.2979
C 7.3512 2.0955 2.9327
C -1.6946 -3.5177 -6.1074
H 1.7621 -5.8038 -8.1684
C -3.1254 -1.1825 3.4009
C -5.4694 -3.1033 1.1691
H -1.5519 -3.3590 2.3485
H -2.0546 -4.0258 3.9146
H -0.3491 -5.2360 -0.8279
H -7.1683 -3.0027 -2.6762
H -5.0350 -3.8106 -1.5371
H 1.8850 -3.6853 -0.3234
H 0.3505 1.2749 5.2399
H 4.9895 5.4094 -0.4352
H 0.0994 -2.2702 -6.0108
N -0.1829 0.6988 -3.0958
H -3.3829 1.8076 -2.4243
H -2.6036 -5.9606 -3.7749
H 5.8009 -1.2188 5.3148
H -0.5638 -4.5859 -2.9857
H 6.0734 3.3262 4.1726
H 4.0359 -0.7612 5.6683
H -1.5018 1.6739 3.4537
H -7.0218 -2.4250 0.1671
H -2.4217 7.1327 4.8262
C -1.9613 3.4857 -0.6858
H -0.0641 -3.1160 -3.8747
O -7.0912 -1.0591 -2.1533
C 1.1185 -6.1636 -7.3657
H -4.5751 -2.1962 -1.1892
F 1.7638 0.6239 -0.1651
C 3.1246 5.0554 -0.2488
H -1.6838 -3.3182 -3.3517
N -0.3076 -5.5169 -5.5483
H 1.8675 -3.8337 -4.8635
H -3.5856 -1.5516 -3.9225
C -2.6633 -5.3332 -4.6642
F 3.5427 0.8183 -1.3659
B -1.1214 -0.4334 -0.0971
C -1.8587 -5.3417 2.0745
H -1.9643 -1.1129 -3.4954
H 6.3704 0.2704 0.1955
O -0.2484 0.2906 -5.5763
C 3.8630 1.3764 4.3597
H 5.9466 1.5187 5.9986
H -0.2173 -4.3754 -8.2435
H 3.0212 -2.5571 0.1496
O 2.3352 -0.1893 -3.9433
H -1.2968 7.0163 2.5514
H -0.5924 7.2968 5.0021
F 1.9666 2.2797 -1.7316
H -3.6303 -2.0525 0.9243
C -3.1361 2.5045 -0.6430
H -2.1901 -0.3902 0.0453
C 0.5640 -2.9027 3.2638
H -1.9100 4.1173 -1.5727
O 4.3262 5.7075 0.1916
H 0.2478 -6.6307 -7.8259
H 1.2314 -3.4514 -7.7589
H -3.1866 -0.8726 -2.2747
H -0.8651 -1.1777 -0.8350
C 2.0551 -2.9516 0.4645
H -5.1671 2.2874 -1.1507
H 7.1680 0.5834 5.1071
N -6.2504 -3.0312 -0.0726
H -2.2182 -1.1709 2.7968
H 2.5157 4.8957 1.8539
H 2.5917 -3.6957 3.7193
C -2.6052 3.3280 3.2630
H -4.5469 3.7743 -1.7882
O 2.3507 -3.7397 1.7184
H 0.1391 3.3817 2.0451
C -1.3279 -4.6307 -5.0224
H -2.2693 3.2361 2.2302
H -5.3828 0.1935 -1.8464
H -6.0792 0.0497 -3.5848
H 3.5964 1.5071 5.4085
H -0.6022 -3.8585 0.1641
C -0.1671 3.1102 4.2061
H 0.1189 -2.3868 2.4130
C 2.0629 -4.5924 -5.6214
C -1.4636 6.6418 4.9974
C -1.2516 5.4338 4.0255
H 3.4899 5.4766 -2.3425
H -2.7994 -5.1486 1.5587
H -2.3717 -3.9018 -6.8703
C -0.4826 -2.8230 -6.7482
C -1.6309 2.5327 4.1123
C 0.7900 -5.0344 -6.3932
C 6.3378 1.3929 1.9990
H -5.7878 -2.1605 -3.3549
C 2.1379 5.1579 0.8657
H -2.0526 -6.1698 2.7562
H 1.6500 2.5522 5.2423
H 4.9386 3.0942 2.1188
O 1.2589 2.1268 -4.8189
H -6.1916 -3.1943 1.9804
H 7.7284 2.9686 2.4002
H -3.5313 -4.6806 -4.5703
C 5.1245 0.5583 4.2217
H 2.5628 -5.3665 -5.0391
F -1.1624 3.5130 -3.8410
H 7.5692 2.8924 4.9465
H 1.4730 4.3188 0.6611
H 0.5026 -4.6293 2.5818
O 1.1674 -1.3106 -2.0605
H 7.4939 -0.2120 1.2733
H 1.5898 -6.9728 -6.8079
H 1.5996 3.1048 2.9749
H -6.8228 1.0174 -2.3788
S 1.4077 -0.0765 -2.8116
H -2.0390 2.3519 5.1067
C -0.8402 -3.8730 -3.7625
H 1.8238 5.2637 -2.0493
C 2.2380 0.9815 -1.3893
H 1.3954 -2.0842 0.4393
H -2.1004 -4.7363 -0.3757
C -4.5092 -2.0115 1.5676
H -0.7142 -0.7110 0.8628
H 0.2527 -2.3996 4.1793
C -5.4512 -2.8397 -1.2682
```

(2)
Entry from OMol25: a cluster of 10 separate species, C47H123N11O15 in total in a non-equilibrium geometry (the ωB97M-V functional and the def2-TZVPD basis).

- E_HOMO: -8.09 eV
- LUMO: 0.42 eV
- Total charge: 0
- Energy above the lowest of the compared OMol25 structures with the same formula, charge and spin: 243.06 kJ/mol

Structure (XYZ):
```
196
C47H123N11O15, DFT the ωB97M-V functional and the def2-TZVPD basis
H -3.1002 -2.1076 -7.3483
N 2.2186 3.0740 -2.6493
N 1.2331 -4.5336 -1.4677
H -6.4555 0.5801 -7.3735
H -1.3646 -0.7949 6.0844
H 3.4310 -1.9502 0.9196
C 3.0518 0.4744 -5.6721
H -5.8368 -1.6260 9.1005
H 1.9452 -3.6695 1.2861
H -9.3378 0.9082 11.3610
C 6.4947 6.2010 -1.2031
H 5.4837 6.6035 -1.1398
H 4.9150 4.2931 3.3848
H 3.1792 -3.1801 -3.8462
C -4.9568 -0.1881 -5.9915
H 1.3236 -0.6901 3.5260
C 3.4247 -0.8370 5.3564
H -2.3475 -0.4050 0.5697
H -7.5696 -4.2590 3.5960
N 3.9976 1.0330 -4.6492
C 2.9045 4.2794 -2.0662
H -5.2040 -1.7977 5.9610
H 3.7132 4.7479 -4.1753
C -0.6151 -1.6907 -6.0405
O -1.6955 1.1086 5.0838
H 1.3001 3.3384 -2.9757
H 4.5884 -0.7871 -6.7421
H -8.5582 -1.7855 8.8999
H 2.6564 2.3421 -6.6637
H -7.2534 -2.8119 2.5893
C 4.7881 -6.2526 3.9796
H -1.6199 -5.2233 -0.9141
H 1.9594 -2.0353 -4.4713
H -5.4239 1.7075 -2.4165
O 3.9547 -5.9155 2.8200
H 5.0756 -2.6266 1.2907
O -7.9350 -0.0922 10.0483
O -3.4989 3.1493 0.4614
C -0.5431 1.0996 4.2216
C -5.4398 2.3260 -1.5192
H 0.7101 1.3287 -0.9174
H -9.4995 -0.8370 11.2895
O 0.1259 -6.4453 -1.4253
H 0.2320 -1.9572 -6.6725
C 5.2275 -0.5340 3.6639
C -6.5073 -1.2377 8.3339
C 1.4045 0.4981 -0.7907
C 2.0869 6.3780 0.8638
C 3.2672 5.1894 -3.2841
H -5.0889 -1.9327 -0.1948
H -4.5248 -2.4197 -6.4178
N -6.7561 -2.1538 7.2811
C 0.9533 -0.7959 -1.4718
H -1.2221 0.3681 -1.5235
C 4.2226 -2.6337 0.6122
H -1.0071 -1.0820 -6.8553
C -2.6291 -0.8196 -0.3982
H 2.9772 -1.4819 -6.8121
H 2.0229 2.3255 1.1479
O -6.0457 -1.2326 -7.9363
C -2.0472 -0.1775 5.5005
H -4.4408 -3.4539 0.2467
H -5.5959 -0.7532 -5.3131
C 0.1403 -5.2570 -1.3904
N -4.4539 3.9079 -3.0004
H 6.6755 5.9599 -2.2507
H 5.3635 3.8032 -1.3828
H 4.0443 -1.9837 -1.3568
H 3.9269 5.9903 -2.9503
H 5.4155 -0.3972 2.5990
H 1.0537 5.3293 -1.7187
H 5.5828 0.0857 -2.1360
H -2.4492 -2.4174 -4.2290
H 3.9903 -1.4727 6.0375
H 2.9118 0.9936 -7.7603
C 3.2526 1.4446 -6.8284
N 6.3655 3.7357 -1.2758
H 1.6143 4.2370 -0.4043
H -5.8728 -1.9136 -9.9211
H 2.1171 -5.0215 -1.4412
H 4.4212 0.1680 -4.3453
C -1.3741 -0.7054 -1.4111
H -3.6556 4.5039 -3.1665
H -5.1394 1.5581 -0.8063
N -0.9007 -4.5406 -1.1058
H 2.1187 -2.4508 4.9396
H -3.0993 -0.1170 -6.9017
O 1.6411 0.3672 0.5444
H 1.1970 7.0068 0.8370
H -6.3872 -4.6051 5.8763
C -5.5935 -2.6257 6.5533
N 1.0206 -0.7105 4.4892
H 3.9352 -3.7021 3.0047
C 2.5323 1.3727 1.0032
H -7.4152 -1.2929 -9.5747
H 2.3950 -5.3494 0.9640
O -1.2192 -2.8782 -5.7854
N -0.2085 -1.3704 -0.8712
H -7.6210 -2.1626 6.7595
C 2.7690 -4.3830 1.3021
H 2.7804 2.5984 -3.3409
H -2.0737 1.9278 1.4099
H 2.4083 5.5835 -3.8273
C -3.2544 3.6088 -0.8371
C 5.3186 3.4822 2.7785
H -5.0380 -4.1377 5.1036
H -10.0474 0.1902 9.9939
H 2.0383 0.5226 -5.2739
H 6.4197 2.9511 -0.6420
H 1.5430 -1.5819 6.2718
H -2.0702 3.4325 2.1997
H 5.9092 2.8669 3.4573
H -4.8207 0.4215 -7.9522
C -9.2342 0.0440 10.7049
H 4.0916 -6.5603 4.7596
H 5.9665 -1.2244 4.0704
C 2.8439 -2.6215 -4.7201
C 3.6650 -0.9216 -6.1788
C -6.3598 -1.1029 -9.3793
H -0.3215 -1.0504 -5.2086
H -4.6974 -2.9014 7.1092
H 3.6176 0.1368 5.8067
H 1.5699 1.2921 4.8016
H -0.7997 0.6071 3.2837
H -0.2260 -1.1233 0.1079
C -4.6735 3.6429 -1.5930
C 1.9137 4.9700 -1.1535
H 5.4912 -5.5093 4.3555
H 2.8305 1.0990 2.0153
O -6.6040 -2.9152 4.6197
H 4.2886 1.6370 -7.1076
O -2.9593 -2.1816 -0.2105
H 5.7393 -2.5084 -0.9731
C -7.9474 -0.8838 8.8545
C 4.8439 -1.9996 -0.6161
C -5.9232 -3.6770 5.5422
H -0.8744 -3.5327 -1.0471
H 4.6312 1.4992 -5.2827
H 5.4866 -7.0760 3.8309
H -0.4632 2.0980 3.7916
O 2.5225 6.1078 -0.4394
C -4.2622 -2.3840 0.3539
H 1.9757 5.4267 1.3842
H -1.5448 -1.1853 -2.3747
H 5.4602 5.7810 1.4293
H 4.6812 4.5220 0.4525
H -3.0326 -3.6712 -5.1769
H 1.3131 -3.6014 -1.0873
O 3.9503 -1.7607 -5.1501
N -3.5499 -0.5425 -6.1042
C -2.2061 2.9915 1.2122
H -2.9692 -0.0103 6.0572
C -6.8599 -3.4633 3.3696
H 3.8174 3.8922 -1.6137
H -6.1566 -0.1266 -9.8194
C -3.5042 -2.0454 -6.3378
C -5.5826 -0.0723 -7.3491
H 5.4923 0.3571 4.2331
H -4.2902 -2.0920 1.4037
N 3.7233 -4.0218 0.3308
C 3.3650 -4.5945 2.7467
H -5.1582 4.4612 -1.0605
H 1.8454 -1.3985 -1.3011
H -5.1916 4.5372 -3.2833
C 6.0956 -0.0820 -1.1889
H -6.4997 2.5766 -1.4748
H -2.3968 -0.7229 4.6239
H -1.3310 3.4673 0.7697
H -8.4804 -0.2352 8.1593
H 2.3674 -3.3456 -5.3810
H -2.7459 2.7337 -1.2418
H 2.4989 -4.6091 3.4084
H 2.2704 0.5725 -1.4486
C 6.6176 4.9377 -0.3812
O 5.2060 -0.6644 -0.2506
H -2.6308 4.4923 -0.9738
H 4.4808 2.9533 2.3243
C -2.5237 -2.7124 -5.2757
H 7.0013 -0.6759 -1.3123
C 5.6288 4.8593 0.8723
H -5.8989 -3.8328 3.0115
O 6.2026 3.8409 1.7183
C 0.7071 0.6354 4.9137
H 4.4780 -4.6810 0.4574
H 0.9405 -0.7694 -2.5614
H 0.4537 0.7320 5.9695
H 7.6446 4.8257 -0.0336
H 7.2217 6.9785 -0.9685
C 2.0091 -1.4275 5.2986
H -6.0631 -0.3465 7.8906
H 3.4806 1.5203 0.4864
H 2.7633 7.0834 1.3463
O 3.8858 -0.8923 3.9625
H 6.4647 0.8718 -0.8119
H -3.4746 -0.3165 -0.8676
H -5.0644 0.7681 -5.4794
```

Per-record orbital gap, eV: 7.89, 8.51